No. 1
{
  "formula": "C4H7N3O",
  "method": "wB97M-V/def2-TZVPD",
  "homo_energy_ev": -8.92,
  "smiles": "C=NO/C=N/N1CC1",
  "species": ["C", "C", "C", "C", "H", "H", "H", "H", "H", "H", "H", "N", "N", "N", "O"],
  "positions_angstrom": [[-3.71, -0.38, 0.11], [-0.52, 0.84, -0.26], [2.48, -0.17, 0.83], [2.48, -0.47, -0.70], [-4.26, 0.58, 0.20], [-4.34, -1.36, 0.14], [-0.14, 1.87, -0.14], [3.16, 0.54, 1.21], [1.82, -0.72, 1.48], [3.40, -0.16, -1.29], [1.99, -1.31, -1.06], [-2.40, -0.55, -0.16], [0.31, -0.08, -0.08], [1.60, 0.53, -0.20], [-1.86, 0.83, -0.09]]
}

***

No. 2
{
  "formula": "C4H7N3O",
  "method": "wB97M-V/def2-TZVPD",
  "homo_energy_ev": -8.38,
  "smiles": "[H]/N=c1/cc(C)[nH]n1O",
  "species": ["C", "C", "C", "C", "H", "H", "H", "H", "H", "H", "H", "N", "N", "N", "O"],
  "positions_angstrom": [[-2.73, 0.05, 0.00], [-1.27, 0.09, 0.01], [-0.46, 1.28, 0.24], [0.80, 0.84, -0.20], [-3.04, -0.41, 0.91], [-3.12, -0.55, -0.82], [-3.05, 1.01, 0.08], [-0.83, 2.26, 0.53], [2.56, 0.52, -0.43], [1.23, -0.83, 1.18], [-0.68, -1.85, -0.74], [2.01, 1.26, -0.07], [0.84, -0.62, -0.46], [-0.56, -1.10, -0.06], [1.61, -1.31, 0.40]]
}

***

No. 3
{
  "formula": "C4H7N3O",
  "method": "wB97M-V/def2-TZVPD",
  "homo_energy_ev": -8.79,
  "smiles": "C1=NOC[C@@H]2CN2N1",
  "species": ["C", "C", "C", "C", "H", "H", "H", "H", "H", "H", "H", "N", "N", "N", "O"],
  "positions_angstrom": [[1.42, -1.19, -0.02], [0.38, 1.62, 0.19], [-1.32, -1.02, 0.07], [-0.08, -0.67, 0.45], [1.97, -1.65, 0.77], [1.12, -1.82, -1.02], [0.13, 2.61, 0.80], [-1.21, 1.90, -1.20], [-1.98, -0.48, 0.66], [-1.84, -1.89, -0.40], [-0.28, 0.17, 1.32], [1.49, 1.16, 0.09], [-0.95, 1.28, -0.28], [-0.66, 0.03, -0.82], [1.80, -0.04, -0.60]]
}

***

No. 4
{
  "formula": "C4H7N3O",
  "method": "wB97M-V/def2-TZVPD",
  "homo_energy_ev": -8.86,
  "smiles": "[H]/N=C\\C(O)=C/C.N#N",
  "species": ["C", "C", "C", "C", "N", "N", "N", "O", "H", "H", "H", "H", "H", "H", "H"],
  "positions_angstrom": [[-0.54, 0.83, 0.74], [-0.22, 0.33, 2.10], [0.03, 0.53, -0.44], [1.30, -0.24, -0.51], [-1.35, -1.63, -0.72], [-1.62, -1.53, -1.79], [1.74, -0.87, -1.51], [-0.51, 1.02, -1.59], [-1.31, 1.59, 0.70], [-0.07, 0.55, -2.39], [1.18, -0.78, -2.37], [1.81, -0.44, 0.43], [-0.98, -0.36, 2.41], [-0.20, 1.17, 2.79], [0.75, -0.18, 2.16]]
}